A 8-piece molecular cluster, C41H83N5O9 overall, computed with ωB97M-V/def2-TZVPD.

```
138
Properties=species:S:1:pos:R:3:mulliken_charge:R:1
C -0.18070 2.41362 5.74447 -1.570
C 0.83849 2.49374 4.57727 0.273
N 2.18619 2.57419 5.03922 0.347
C 2.68043 1.38221 5.69676 -0.309
C 3.56350 1.69652 6.86552 -1.472
C 3.15080 3.10005 4.10769 -0.932
C 3.50930 2.24929 2.86700 -0.587
H -1.21237 2.50616 5.32412 0.401
H 0.08625 3.19680 6.41620 0.478
H -0.08205 1.47496 6.30590 0.272
H 0.70275 1.62927 3.93738 -0.152
H 0.76426 3.37833 3.92851 0.274
H 1.88845 0.67638 5.90174 0.591
H 3.33687 0.87057 4.95408 0.045
H 3.98512 0.84008 7.30665 0.472
H 4.36390 2.38113 6.60347 0.274
H 2.97376 2.17437 7.70149 0.277
H 4.09094 3.29162 4.67372 0.248
H 2.78715 4.04080 3.71075 0.542
H 4.36786 2.65589 2.27377 0.423
H 2.60365 2.18708 2.25909 -0.153
H 3.83201 1.25509 3.15642 0.348
C -1.35974 3.32549 1.95931 -0.746
C -2.63636 3.17925 1.19442 -0.533
N -3.35420 1.97654 1.38656 0.184
C -4.47741 1.95351 0.35816 -0.183
C -5.44937 3.09953 0.62153 -1.631
C -2.55938 0.71449 1.25701 0.809
C -2.18402 0.13378 2.65418 -0.967
H -1.51063 3.37536 3.04304 0.158
H -0.97298 4.27955 1.67771 0.673
H -0.62000 2.54816 1.71471 -0.264
H -3.25170 4.03351 1.47627 0.416
H -2.48837 3.40559 0.11446 0.333
H -3.97897 1.90525 -0.59913 0.123
H -4.91863 0.92475 0.36162 0.499
H -5.70019 3.04457 1.69734 0.346
H -5.01228 4.08745 0.35554 0.271
H -6.26787 3.00716 -0.02789 0.540
H -1.70605 0.97844 0.68585 -0.757
H -3.14984 -0.03018 0.64508 0.392
H -3.12442 -0.27295 3.17997 0.311
H -1.73589 0.84145 3.34531 -0.049
H -1.53008 -0.72297 2.58907 0.014
C -4.00163 2.06819 -3.55391 -0.530
C -4.76170 0.79075 -3.27612 -0.886
N -4.19394 -0.36752 -3.94230 0.317
C -4.07792 -0.24595 -5.37903 -0.118
C -5.33096 0.26780 -6.05657 -1.391
C -3.00395 -0.97558 -3.34441 0.759
C -3.21219 -2.48532 -3.38831 -1.181
H -4.11501 2.82543 -2.78401 0.407
H -4.17191 2.51534 -4.54118 0.362
H -2.92854 1.77628 -3.58439 -0.059
H -4.70854 0.55683 -2.20326 0.277
H -5.81909 0.90689 -3.47679 0.336
H -3.18851 0.33844 -5.75486 0.204
H -3.86062 -1.29863 -5.66074 0.318
H -5.17667 0.28117 -7.12653 0.445
H -6.21323 -0.40216 -5.89547 0.275
H -5.59316 1.24580 -5.68354 0.295
H -2.95798 -0.61218 -2.29410 -0.462
H -2.04334 -0.68515 -3.91527 -0.140
H -3.06408 -2.88105 -4.39333 0.376
H -4.23039 -2.69798 -3.06930 0.370
H -2.44847 -3.00624 -2.73037 0.139
C 4.16365 -3.09820 -2.98414 -1.169
C 4.19289 -4.37059 -2.11927 -0.841
N 4.50166 -3.99784 -0.66155 0.698
C 4.18442 -5.08466 0.28151 -0.884
C 2.69302 -4.94776 0.69147 -0.884
C 5.89298 -3.58771 -0.55516 -0.957
C 7.03915 -4.59527 -0.76759 -1.200
H 3.61081 -3.30429 -3.91918 0.385
H 5.18035 -2.75799 -3.24732 0.381
H 3.63122 -2.31940 -2.45461 0.140
H 3.29165 -4.92416 -2.06662 0.568
H 4.92012 -5.11546 -2.43783 0.456
H 4.45746 -6.06106 -0.15236 0.303
H 4.79178 -4.93989 1.16922 0.510
H 2.61599 -3.97609 1.14660 -0.050
H 1.90235 -5.14490 -0.05497 0.291
H 2.47648 -5.68104 1.44636 0.526
H 5.94858 -3.10422 0.45128 0.461
H 5.97637 -2.83452 -1.28325 0.474
H 7.08323 -5.23473 0.09146 0.317
H 7.94844 -3.94791 -0.89421 0.367
H 6.93858 -5.22852 -1.65268 0.257
C 1.76705 -0.92401 2.01146 -1.514
C 1.09131 -0.84754 0.64571 2.245
C 1.96952 -1.32226 -0.54198 -0.019
O 0.98950 -1.91086 -1.39650 -0.478
C -0.02881 -2.35717 -0.59046 0.442
O -0.82978 -3.12861 -0.99101 -0.642
O 0.05536 -1.81358 0.64461 -0.117
H 1.05659 -0.60916 2.80486 0.212
H 2.58830 -0.23577 2.08456 0.217
H 1.93738 -1.96382 2.28968 0.181
H 0.71664 0.17305 0.44727 -0.881
H 2.69197 -2.10516 -0.21169 -0.259
H 2.50850 -0.55070 -1.14268 0.411
C -3.08219 -3.23502 1.69816 -1.157
C -3.08092 -4.52336 0.91021 0.753
C -1.81979 -5.40268 1.15242 -0.135
O -2.38017 -6.69628 1.11435 -0.420
C -3.69171 -6.70563 1.44092 0.559
O -4.25888 -7.69272 1.78359 -0.523
O -4.11140 -5.36137 1.43504 -0.465
H -4.06581 -2.78881 1.66738 0.447
H -2.39076 -2.54084 1.20065 -0.036
H -2.83695 -3.24881 2.77202 0.397
H -3.28591 -4.40038 -0.15402 0.148
H -1.44853 -5.27322 2.17068 0.290
H -1.05125 -5.24148 0.39699 0.070
C 0.95922 6.15702 -0.24311 -1.373
C 1.17127 4.88517 -1.02494 0.856
C 2.56165 4.72739 -1.59930 -0.616
O 2.66951 3.32254 -1.56368 -0.336
C 1.98778 2.87790 -0.52383 0.035
O 2.04451 1.75820 -0.11449 -0.348
O 1.09599 3.78538 -0.13019 0.253
H 1.40613 6.97682 -0.81896 0.376
H 1.59702 6.09405 0.65120 0.325
H -0.10244 6.25135 0.12980 0.320
H 0.42812 4.62087 -1.78589 -0.158
H 3.34547 5.13029 -0.96195 0.347
H 2.67638 5.05974 -2.63652 0.311
N -0.65319 2.89791 -2.75852 -0.463
C -0.51054 1.61210 -2.44723 0.681
C 0.29643 0.68716 -3.12821 -0.483
C 0.98186 1.19503 -4.25209 -1.010
C 0.80635 2.52542 -4.59312 -0.612
C -0.11393 3.34546 -3.91414 -0.394
H -1.19138 1.23238 -1.63838 0.056
H 0.49002 -0.27474 -2.74110 0.920
H 1.73376 0.62291 -4.77532 0.456
H 1.14701 2.96276 -5.56886 0.347
H -0.42382 4.33828 -4.21810 0.495
```

Summary:
Energy (eV): -69738.9329
Frontier orbital gap (eV): 8.3122
Maximum force (eV/A): 3.0
E_LUMO (Eh): 0.0126
SMILES: C[C@H]1COC(=O)O1.C[C@H]1COC(=O)O1.C[C@H]1COC(=O)O1.CCN(CC)CC.CCN(CC)CC.CCN(CC)CC.CCN(CC)CC.c1ccncc1
Total charge: 0